(1)
Entry from OMol25: the molecule C4H6N2O2 at a distorted geometry (the ωB97M-V functional and the def2-TZVPD basis).

Geometry as XYZ:
```
14
Properties=species:S:1:pos:R:3:forces:R:3
C 0.1500 -1.0267 -0.0655 -0.8 -6.6 -2.3
C -0.9581 0.8813 -0.4140 -1.6 3.1 2.1
C 0.0903 0.3554 0.5199 -3.8 -3.4 1.3
C 1.3206 1.0741 0.7157 1.8 -1.0 8.8
H 0.8804 -2.2728 1.1140 2.5 0.0 4.6
H -0.4822 -1.5462 -2.0707 1.4 -1.4 -2.7
H -1.9601 0.8266 0.1029 0.8 -0.1 -0.7
H -0.6338 1.8722 -0.4527 -0.6 2.5 -0.5
H -0.6457 0.2072 1.4222 2.6 0.4 -0.6
H 1.7311 1.4946 -0.1912 1.1 0.6 0.2
N 0.4996 -2.2875 0.2663 -3.0 5.2 -5.1
N -0.7838 -1.0473 -1.3168 0.2 3.7 4.9
O -0.9504 0.4204 -1.6583 1.0 -3.8 -1.7
O 1.7421 1.0487 2.0283 -1.5 0.9 -8.4
```
Forces are in eV/Å.

Output
Energy above the lowest of the compared OMol25 structures with the same formula, charge and spin = 149.47 kcal/mol
HOMO-LUMO gap = 9.028 eV
HOMO level = -9.68 eV
Net charge = 0
SMILES string = [H]/N=C1/NOC[C@@H]1C=O

(2)
Entry from OMol25: the molecule C4H5NOS at a distorted geometry (the ωB97M-V functional and the def2-TZVPD basis).

Geometry as XYZ:
```
12
Properties=species:S:1:pos:R:3:forces:R:3
C 1.6323 -1.0623 -0.0318 -2.2 1.9 0.5
C 0.4339 -1.6077 -0.1957 -1.9 -0.8 1.0
C 2.1751 1.3263 0.7063 0.0 -0.3 0.0
C -1.5353 1.3644 -0.0559 0.0 0.6 -1.6
N 1.9386 0.2279 0.3823 -0.5 0.0 0.0
O -1.4085 0.3250 0.8407 0.7 -2.7 0.8
S -1.2754 -1.2198 0.1533 0.9 1.2 0.5
H 2.3847 -1.5593 -0.4711 3.0 -1.8 -1.0
H 0.3555 -2.7029 -0.4354 0.4 1.2 -0.2
H -2.1003 2.1528 0.4151 -0.4 0.2 0.1
H -0.5747 1.7812 -0.3546 0.3 0.0 0.0
H -2.0257 0.9744 -0.9532 -0.2 0.5 -0.1
```
Forces are in eV/Å.

Output
Energy above the lowest of the compared OMol25 structures with the same formula, charge and spin = 80.27 kcal/mol
HOMO-LUMO gap = 9.654 eV
HOMO level = -9.08 eV
Net charge = 0

(3)
Entry from OMol25: a 5-piece molecular cluster, C20H30B2BrCl12FI2N6O9P overall at a distorted geometry (the ωB97M-V functional and the def2-TZVPD basis).

Geometry as XYZ:
```
84
Properties=species:S:1:pos:R:3:forces:R:3
C 1.3461 -1.8963 5.3722 0.0 0.4 0.2
C 0.2428 -2.0896 4.9459 0.3 0.1 0.0
C -1.0385 -2.3534 4.3227 -0.3 -0.3 -0.2
C -0.9506 -2.4346 2.7921 0.3 -0.6 0.0
C -0.0234 -1.3805 2.2182 0.1 0.0 0.3
N -0.1759 -1.0181 0.7679 -0.4 0.6 0.1
C -0.0068 0.3713 0.6531 -0.1 -0.5 0.0
N 1.1215 0.8467 0.1953 0.2 0.5 0.5
O 2.0892 -0.0423 -0.1574 -0.3 -0.2 0.2
B 2.8671 -0.6917 0.8534 0.3 -0.5 0.3
O 2.9326 -2.0407 0.7140 0.3 0.5 -0.8
O 3.5645 0.0010 1.8042 -0.6 0.2 -0.1
C 1.4237 2.2629 -0.1154 0.1 -0.2 -0.6
I 2.5078 3.2948 1.4032 0.0 0.0 0.1
C 2.1921 2.3610 -1.4355 -0.2 0.4 -0.1
C 1.7359 3.6080 -2.2032 -0.2 -0.4 0.0
N -1.0474 1.2169 1.0022 0.3 -0.4 0.1
C -0.7913 2.2080 2.0716 0.1 0.8 0.0
O -0.7547 3.3659 1.8229 0.0 -0.5 0.0
N -0.5472 1.6227 3.3619 0.0 0.5 -0.1
C 0.4937 2.2293 4.1185 0.0 0.1 0.0
O 0.4473 3.1840 4.7960 0.0 0.0 0.1
F 1.5840 1.4574 4.0261 0.3 -0.1 0.0
C -2.4058 0.6664 0.9257 -0.6 0.1 -0.2
Br -3.1230 0.2822 2.7968 -0.3 -0.4 0.2
N -3.3152 1.6747 0.4692 0.8 -0.7 -0.4
C -4.5774 1.1446 -0.0432 -0.6 0.4 0.2
C -2.8330 2.7656 -0.3653 0.1 0.9 0.2
C -2.1926 2.5244 -1.7044 0.2 -0.1 0.0
O -3.0363 3.8881 0.0070 -0.1 -0.4 -0.1
O -2.5010 -0.5179 0.2449 0.4 0.4 0.0
C -1.3220 -1.3588 -0.0331 -0.3 -0.2 -0.7
B -1.0348 -1.2913 -1.6442 0.3 -0.2 -0.4
N -2.0602 -0.9043 -2.5411 -0.1 0.6 0.8
O 0.1880 -1.7160 -2.1292 -0.1 0.2 0.6
P -1.6928 -3.2559 0.0623 0.1 -0.2 0.2
O -1.8235 -3.5762 -1.5367 -0.3 -0.2 0.1
I -4.0364 -3.2320 0.7498 -0.1 -0.1 -0.2
H 2.2672 -1.5993 5.8179 0.0 -0.2 0.0
H -1.3668 -3.3289 4.6541 -0.2 -0.3 0.2
H -1.8018 -1.6504 4.6490 0.1 0.3 0.0
H -0.5506 -3.4197 2.5502 0.0 0.0 0.0
H -1.9591 -2.4189 2.3897 -0.1 0.4 0.1
H 0.9948 -1.7328 2.3614 0.1 -0.1 -0.2
H -0.0961 -0.4895 2.8405 -0.2 0.2 -0.2
H 3.8110 -2.3890 0.9139 -0.2 -0.1 0.4
H 3.1163 0.1234 2.6500 0.3 0.1 0.1
H 0.4767 2.7808 -0.2223 -0.2 -0.1 0.2
H 1.9618 1.4951 -2.0396 0.1 -0.4 -0.2
H 3.2608 2.3875 -1.2531 0.1 -0.2 0.0
H 2.4786 3.9007 -2.9359 0.1 0.2 0.0
H 1.5006 4.4380 -1.5402 0.2 0.2 0.0
H 0.8289 3.3646 -2.7555 -0.1 0.1 0.0
H -1.4060 1.7422 3.8997 0.0 -0.2 -0.1
H -4.9332 0.3330 0.5821 0.1 -0.1 0.1
H -4.5248 0.8060 -1.0799 0.1 -0.1 0.0
H -5.3201 1.9377 0.0122 0.0 0.1 0.0
H -1.3293 1.8610 -1.6624 0.0 -0.1 0.1
H -2.8971 2.0946 -2.4153 -0.1 -0.1 0.0
H -1.8822 3.4986 -2.0722 0.1 -0.2 -0.1
H -2.9492 -0.6297 -2.1448 0.1 0.2 -0.1
H -1.8079 -0.3487 -3.3455 -0.1 -0.5 -0.3
H 0.0999 -2.5942 -2.5216 0.2 0.2 -0.2
H -2.6142 -3.2133 -1.9655 0.1 -0.1 -0.2
C -0.9413 -6.9556 4.9669 -0.1 0.0 0.0
Cl -2.1717 -6.9097 3.7013 0.0 0.0 0.0
Cl 0.1711 -5.5941 4.7896 0.1 0.0 0.0
Cl -1.6780 -6.9553 6.5639 0.0 0.0 0.0
H -0.3743 -7.8693 4.8534 0.0 0.0 0.0
C 3.0622 -0.4104 -5.7025 -0.1 0.0 0.0
Cl 3.2347 1.3292 -5.9544 0.0 0.0 0.0
Cl 1.9284 -0.7450 -4.3864 0.0 0.0 0.1
Cl 2.5650 -1.2220 -7.1801 0.0 0.0 0.0
H 4.0227 -0.8057 -5.4036 0.0 0.0 -0.1
C -1.2865 7.4278 -3.3063 0.0 0.0 -0.1
Cl -1.5709 7.3885 -5.0417 0.0 0.0 0.0
Cl -1.8719 5.9418 -2.5396 0.0 0.2 0.1
Cl 0.4191 7.6934 -2.9489 0.0 0.0 0.0
H -1.8472 8.2527 -2.8883 0.0 0.0 0.0
C 5.5771 -3.8091 -4.6382 -0.1 0.0 -0.1
Cl 6.2162 -3.7371 -6.2728 0.0 0.0 0.0
Cl 5.5285 -2.1897 -3.9185 0.1 0.0 0.2
Cl 3.9733 -4.5381 -4.6130 0.0 0.0 0.0
H 6.2384 -4.4173 -4.0365 0.0 0.0 0.0
```
Forces are in eV/Å.

Output
HOMO-LUMO gap = 7.857 eV
HOMO level = -11.87 eV
Net charge = +1

(4)
Entry from OMol25: the molecule C2H9N4P at a distorted geometry (the ωB97M-V functional and the def2-TZVPD basis).

Geometry as XYZ:
```
16
Properties=species:S:1:pos:R:3:forces:R:3
C 1.4905 -0.5809 -0.5220 -1.1 -2.1 -1.2
C 1.4269 0.4316 0.5431 -2.1 -1.0 1.5
N -2.2527 -1.0520 0.3007 -2.5 1.4 1.4
N 0.0264 -0.8586 -0.8523 1.9 -2.4 -1.3
N 0.1911 0.2357 1.3697 -0.9 -0.5 -0.3
N -1.2908 1.3557 -0.6091 -3.4 -0.4 -0.1
P -1.0330 -0.0994 0.1610 0.9 -0.2 -0.3
H 2.0257 -0.0496 -1.3449 -0.2 -1.3 0.1
H 1.9685 -1.5408 -0.1489 -0.3 1.1 -0.8
H 2.1820 0.3580 1.2333 2.3 -0.1 1.3
H 1.5044 1.3465 0.0560 -0.5 2.2 -0.2
H -3.2032 -0.6700 0.6943 2.7 -0.9 -1.0
H -0.2349 -1.8224 -1.2340 0.6 2.2 0.9
H 0.2861 -0.6699 1.9149 -0.1 1.5 -0.8
H -0.7780 2.2073 -0.6266 0.3 0.3 0.3
H -2.3091 1.4090 -0.9351 2.3 0.2 0.6
```
Forces are in eV/Å.

Output
Energy above the lowest of the compared OMol25 structures with the same formula, charge and spin = 0.00 kcal/mol
HOMO-LUMO gap = 9.748 eV
HOMO level = -8.83 eV
Net charge = 0
SMILES string = N=P1(N)NCCN1

(5)
Entry from OMol25: a 2-piece molecular cluster, C3H10N2O overall at a distorted geometry (the ωB97M-V functional and the def2-TZVPD basis).

Geometry as XYZ:
```
16
Properties=species:S:1:pos:R:3:forces:R:3
C 1.1169 1.4337 0.9713 -1.8 1.5 1.1
N 0.4821 1.0791 2.2716 0.1 -0.5 -0.5
C -0.8017 1.7159 2.4815 0.4 0.6 1.2
H 0.6262 2.3806 0.6951 0.3 0.1 0.0
H 0.7909 0.7799 0.1680 1.0 -0.4 0.0
H 2.1457 1.7188 1.1752 0.3 -0.7 -0.7
H 0.2809 0.0862 2.2692 0.4 -0.1 0.0
H -1.5068 1.6141 1.6559 -0.3 0.0 0.0
H -1.1812 1.3807 3.4476 -0.5 -0.7 -0.3
H -0.6721 2.7619 2.7756 0.2 0.3 -0.8
C 0.0507 -1.4312 -2.2611 1.0 -1.5 0.1
N -1.0399 -2.2400 -2.3561 -0.2 0.9 0.2
O 0.3983 -0.8599 -1.2558 -0.5 0.7 -0.3
H 0.6961 -1.4998 -3.1515 0.1 0.2 0.0
H -1.0561 -3.0286 -2.9731 -0.3 0.2 -0.3
H -1.8092 -1.9958 -1.7549 -0.1 -0.6 0.2
```
Forces are in eV/Å.

Output
Energy above the lowest of the compared OMol25 structures with the same formula, charge and spin = 35.91 kcal/mol
HOMO-LUMO gap = 9.238 eV
HOMO level = -8.42 eV
Net charge = 0
SMILES string = NC=O.CNC

(6)
Entry from OMol25: the molecule C4H9NO at a distorted geometry (the ωB97M-V functional and the def2-TZVPD basis).

Geometry as XYZ:
```
15
Properties=species:S:1:pos:R:3:forces:R:3
C -1.5246 0.7118 0.2968 -1.5 1.4 1.6
C -0.8060 -0.0183 -0.7353 0.3 -3.0 0.2
N 0.4293 0.4809 -1.2400 0.6 0.2 -0.8
C 0.4811 -0.7581 -0.4694 0.4 0.5 0.3
C 1.2191 -0.6543 0.8434 0.2 -0.4 0.1
O 1.4824 0.6708 1.2023 0.1 0.5 -0.1
H -2.0094 0.1324 1.0774 0.1 -0.8 -0.2
H -0.9842 1.4329 0.8980 0.9 0.0 -0.3
H -2.3492 1.3075 -0.0745 -0.3 0.1 -0.6
H -1.3561 -0.7892 -1.2979 -0.4 1.2 -0.5
H 0.5490 0.3207 -2.2285 0.1 0.1 -0.2
H 0.6991 -1.6705 -1.0321 -0.4 0.2 0.2
H 2.1498 -1.2282 0.7468 0.1 0.0 0.1
H 0.6395 -1.1122 1.6523 0.0 -0.1 -0.1
H 1.3906 1.1715 0.3711 0.1 0.0 0.2
```
Forces are in eV/Å.

Output
Energy above the lowest of the compared OMol25 structures with the same formula, charge and spin = 54.51 kcal/mol
HOMO-LUMO gap = 10.469 eV
HOMO level = -9.50 eV
Net charge = 0
SMILES string = C[C@H]1N[C@H]1CO

(7)
Entry from OMol25: C20H6BrCl4N3O2Rh as an isolated structure (the ωB97M-V functional and the def2-TZVPD basis).

Geometry as XYZ:
```
37
Properties=species:S:1:pos:R:3:forces:R:3
Rh 1.0024 1.3949 -0.4796 0.0 0.0 -0.2
Cl 5.8731 -1.6921 2.9686 0.0 0.0 0.0
C 4.5327 -0.6914 2.5294 0.0 0.0 0.0
C 3.8175 -0.0118 3.5072 0.0 0.0 0.0
Cl 4.2549 -0.1602 5.1734 0.0 0.0 0.0
C 2.7357 0.7923 3.1410 0.0 0.0 0.0
Cl 1.8148 1.6557 4.3197 0.0 0.0 0.0
C 2.3772 0.9253 1.8065 0.0 0.0 0.0
O 1.3700 1.7038 1.4076 -0.1 0.0 0.0
C 3.0884 0.2232 0.8144 0.0 0.0 0.0
O 2.6933 0.3707 -0.4418 0.0 0.0 0.0
C 4.1657 -0.5740 1.1880 0.0 0.0 0.0
Cl 5.0261 -1.4061 -0.0585 0.0 0.0 0.0
Br 0.7695 0.9985 -2.9539 0.0 0.0 0.0
C -0.4176 -0.4729 -2.7375 0.0 0.0 0.0
C -0.9206 -1.1022 -3.8319 0.0 0.0 0.0
C -1.7938 -2.1930 -3.6340 0.0 0.0 0.0
C -2.1164 -2.5940 -2.3707 0.0 0.0 0.0
C -1.5943 -1.9337 -1.2310 0.0 0.0 0.0
C -1.9299 -2.3351 0.0825 0.0 0.0 0.0
C -1.4169 -1.6659 1.1535 0.0 0.0 0.0
C -0.5463 -0.5668 0.9783 0.0 0.0 0.0
C -0.1884 -0.1510 -0.2751 0.1 0.0 0.1
C -0.7139 -0.8344 -1.4077 0.0 0.0 0.0
H -0.6623 -0.7741 -4.8291 0.0 0.0 0.0
H -2.2063 -2.7025 -4.4946 0.0 0.0 0.0
H -2.7896 -3.4288 -2.2174 0.0 0.0 0.0
H -2.6039 -3.1723 0.2173 0.0 0.0 0.0
H -1.6811 -1.9669 2.1595 0.0 0.0 0.0
H -0.1748 -0.0414 1.8470 0.0 0.0 0.0
N -0.6569 2.5459 -0.4827 0.0 0.1 0.0
C -1.7776 2.8291 -0.4101 0.0 0.0 0.1
C -3.1082 3.2005 -0.3262 0.0 0.0 -0.1
C -3.6715 3.5575 0.9220 0.0 0.0 0.0
N -4.1313 3.8479 1.9400 0.0 0.0 0.0
C -3.8919 3.2112 -1.5051 0.0 0.0 0.0
N -4.5276 3.2142 -2.4691 0.0 0.0 0.0
```
Forces are in eV/Å.

Output
Energy above the lowest of the compared OMol25 structures with the same formula, charge and spin = 0.00 kcal/mol
HOMO-LUMO gap = 7.270 eV
HOMO level = -5.21 eV
Net charge = -1

(8)
Entry from OMol25: an isolated ion of composition C9H12N3 and charge +1 at a distorted geometry (the ωB97M-V functional and the def2-TZVPD basis).

Geometry as XYZ:
```
24
Properties=species:S:1:pos:R:3:forces:R:3
C 3.2066 0.0780 0.1020 2.0 -0.8 -0.3
C 2.9018 -1.2371 0.3197 -2.2 -0.6 -0.9
C 2.3015 1.0443 -0.2297 -0.3 -0.3 0.7
C 1.5558 -1.6396 0.0744 0.4 1.9 0.8
C 0.9424 0.7971 -0.2244 0.2 -1.4 -0.3
C 0.6107 -0.6165 -0.1247 1.8 3.0 -0.2
C -0.0447 1.9574 -0.3809 0.7 0.6 1.3
C -2.2126 2.1553 0.5469 2.5 2.3 -1.6
C -2.6034 -2.1382 -0.0599 -2.6 0.6 -0.7
N -1.4040 1.5357 -0.1924 -0.4 -0.5 1.2
N -0.7505 -0.8289 -0.2073 -1.1 -2.6 -0.6
N -1.2140 -1.9622 -0.1160 0.3 -0.7 1.2
H 4.3084 0.2328 0.1039 -1.0 0.7 0.1
H 3.7705 -1.8076 0.5490 -0.2 -1.3 0.2
H 2.7895 1.9565 -0.3492 -0.2 2.0 -0.4
H 1.0721 -2.5793 0.1425 0.5 -1.2 0.1
H 0.2933 2.8058 0.2910 -0.6 -1.0 -0.4
H 0.0129 2.3729 -1.3304 0.5 0.6 -2.2
H -2.9736 1.6723 0.9936 -3.2 -1.6 0.9
H -3.3803 -1.2126 -0.0475 2.1 -2.1 -0.3
H -2.7738 -2.8924 -0.8300 -0.4 0.6 -1.2
H -2.9019 -2.9048 0.6581 0.5 0.6 1.2
H -1.3961 -0.0129 -0.4105 0.4 1.0 0.6
H -2.1107 3.2241 0.7218 0.3 0.1 0.6
```
Forces are in eV/Å.

Output
Energy above the lowest of the compared OMol25 structures with the same formula, charge and spin = 88.03 kcal/mol
HOMO-LUMO gap = 8.264 eV
HOMO level = -13.08 eV
Net charge = +1
SMILES string = C=NCc1ccccc1/[NH+]=N/C